The following is a quantum chemistry calculation of 2 unconnected molecules or ions with the total composition C3H6NO2, from OMol25.

Last column: Mulliken charge in e.
Element x y z (Å)
C: 0.716 -2.219 -0.794  -0.7654
C: 0.299 -1.121 -0.112  -0.0256
N: 1.027 0.001 0.149  -0.5193
H: 1.757 -2.516 -0.834  0.2676
H: 0.000 -2.772 -1.387  0.2066
H: -0.732 -1.098 0.225  0.3009
H: 1.773 0.182 -0.506  0.2774
H: 0.483 0.873 0.222  0.2742
O: -1.624 1.209 1.530  -0.6237
C: -1.342 2.149 0.777  0.0295
O: -0.199 2.602 0.475  -0.7426
H: -2.159 2.711 0.254  0.3203

Calculated values
Kohn-Sham gap: 0.3052 Ha
DFT total energy: -323.174708 Eh
LUMO: 4.202 eV
Maximum force: 1.13 eV Å⁻¹
HOMO energy: -4.10 eV
Net charge: -1
Energy above the lowest of the compared OMol25 structures with the same formula, charge and spin: 1.1852 eV
M: 88.1 g mol⁻¹

---

The following is a quantum chemistry calculation of 2 unconnected molecules or ions with the total composition C4H11N2O, from OMol25.

Last column: Mulliken charge in e.
Element x y z (Å)
C: 1.358 0.543 -1.262  -0.6388
C: 1.871 -0.695 -1.981  0.5368
N: 1.691 -1.886 -1.288  -0.4679
O: 2.404 -0.643 -3.064  -0.5777
H: 0.901 0.273 -0.314  0.1414
H: 0.623 0.996 -1.922  0.1946
H: 2.190 1.223 -1.102  0.2932
H: 2.220 -2.645 -1.706  0.2606
H: 1.874 -1.832 -0.295  0.2430
C: -1.722 0.377 2.545  -0.7684
C: -1.801 0.958 0.129  -0.7960
N: -1.563 0.060 1.139  -0.1709
H: -0.743 0.547 3.001  0.2719
H: -2.228 -0.439 3.061  0.2810
H: -2.338 1.268 2.630  0.2495
H: -2.354 1.854 0.353  0.2343
H: -1.360 0.798 -0.836  0.4647
H: -1.025 -0.758 0.914  0.2486

Calculated values
Kohn-Sham gap (spin up / spin down): 0.2465 / 0.3871 Ha
DFT total energy: -343.698693 Eh
LUMO (spin up / spin down): 0.662 / 0.643 eV
<S²>: 0.754
Maximum force: 0.75 eV Å⁻¹
2S+1: 2
HOMO energy (spin up / spin down): -6.05 / -9.89 eV
Energy above the lowest of the compared OMol25 structures with the same formula, charge and spin: 0.0000 eV
M: 103.1 g mol⁻¹

---

The following is a quantum chemistry calculation of a molecular structure, C26H17IrN7O2S3, from OMol25.

Last column: Mulliken charge in e.
Element x y z (Å)
Ir: -0.296 -0.279 -0.971  1.9437
S: 0.409 0.764 -2.971  -0.5487
C: 1.644 -0.337 -3.478  0.7232
C: 2.630 0.085 -4.381  -0.8267
C: 3.623 -0.775 -4.793  0.4745
C: 4.627 -0.307 -5.713  -0.1962
N: 5.415 0.088 -6.448  -0.4847
C: 3.646 -2.099 -4.306  0.4862
C: 2.677 -2.525 -3.425  -0.8925
C: 1.660 -1.659 -3.000  0.4123
S: 0.430 -2.251 -1.915  -0.2220
C: 4.678 -3.015 -4.721  -0.2111
N: 5.495 -3.756 -5.039  -0.4801
H: 2.615 1.100 -4.752  0.5226
H: 2.701 -3.541 -3.056  0.5243
N: 2.268 1.997 6.511  -0.5050
C: 1.805 1.927 5.221  1.0993
C: 2.169 0.858 4.392  -0.7702
C: 1.739 0.807 3.084  -0.4462
C: 0.938 1.827 2.582  -0.3882
C: 0.565 2.893 3.392  -0.4823
C: 0.995 2.943 4.702  -0.7560
S: 0.334 1.760 0.955  1.6468
O: 1.347 1.021 0.167  -0.9935
O: -0.003 3.094 0.533  -0.7145
N: -0.902 0.722 0.923  -0.7491
C: -2.235 1.164 0.514  1.6488
N: -2.686 2.361 1.177  -0.7097
C: -3.043 3.360 0.440  -0.2555
C: -2.986 3.353 -0.976  -0.7802
C: -2.481 2.199 -1.627  -0.1216
N: -2.141 1.153 -0.953  -0.6447
H: 2.667 1.175 6.928  0.2081
H: 1.835 2.642 7.147  0.2080
H: 2.806 0.072 4.781  0.2896
H: 2.035 -0.014 2.445  0.5119
H: -0.054 3.683 2.988  0.4427
H: 0.714 3.778 5.331  0.2876
H: -3.388 4.255 0.949  0.4452
H: -3.253 4.230 -1.546  0.4285
H: -2.327 2.185 -2.702  0.4802
C: -3.232 0.057 0.920  -1.9314
C: -2.843 -1.320 0.454  0.4107
C: -3.317 -1.823 -0.756  -0.1519
C: -2.956 -3.089 -1.189  -0.6514
C: -2.116 -3.868 -0.401  0.5095
C: -1.645 -3.385 0.817  -0.6259
C: -2.008 -2.118 1.236  -0.0746
C: -1.725 -5.180 -0.857  -0.0471
N: -1.412 -6.223 -1.222  -0.5200
H: -3.309 0.095 2.006  0.4386
H: -4.208 0.333 0.513  0.4407
H: -3.968 -1.215 -1.370  0.3496
H: -3.315 -3.471 -2.134  0.4496
H: -0.992 -3.999 1.422  0.4539
H: -1.629 -1.729 2.172  0.3446

Calculated values
Kohn-Sham gap (spin up / spin down): 0.2754 / 0.2225 Ha
DFT total energy: -2833.526682 Eh
LUMO (spin up / spin down): -0.158 / -2.665 eV
<S²>: 8.806
Maximum force: 0.28 eV Å⁻¹
2S+1: 6
HOMO energy (spin up / spin down): -7.65 / -8.72 eV
Energy above the lowest of the compared OMol25 structures with the same formula, charge and spin: 0.4401 eV
M: 747.9 g mol⁻¹

---

The following is a quantum chemistry calculation of a molecular structure, C9H19N6PdS2, from OMol25.

Last column: Mulliken charge in e.
Element x y z (Å)
Pd: 1.024 0.091 1.022  -0.0916
N: 3.171 0.489 0.998  -0.4718
C: 3.818 -0.061 -0.214  -0.4893
C: 3.839 -1.583 -0.196  -0.6240
C: 2.488 -2.244 -0.427  -0.5115
N: 1.599 -2.065 0.753  -0.5008
H: 3.176 1.505 0.965  0.2958
H: 3.682 0.211 1.830  0.2362
H: 4.837 0.320 -0.311  0.4057
H: 3.252 0.301 -1.074  0.2625
H: 4.264 -1.940 0.750  0.2806
H: 4.524 -1.922 -0.975  0.3369
H: 2.627 -3.306 -0.640  0.4267
H: 1.998 -1.794 -1.292  0.2913
H: 2.111 -2.336 1.588  0.2710
H: 0.818 -2.709 0.690  0.2274
S: 0.526 1.806 -0.614  -0.2905
C: -0.347 2.628 0.651  0.7551
S: -0.217 1.709 2.140  -0.2830
C: -1.033 3.785 0.513  0.3296
C: -1.753 4.338 1.620  -0.1235
N: -2.338 4.735 2.527  -0.3932
C: -1.079 4.446 -0.757  -0.0861
N: -1.106 4.975 -1.777  -0.4102
N: -3.726 -2.248 -0.821  -0.5501
C: -3.828 -0.865 -1.290  -0.5988
C: -2.541 -0.137 -0.923  -0.5066
N: -2.268 -0.426 0.521  0.1075
H: -4.638 -2.649 -0.644  0.2245
H: -2.587 -1.399 0.672  0.4827
H: -3.275 -2.840 -1.509  0.1976
H: -4.671 -0.389 -0.786  0.4050
H: -3.995 -0.765 -2.364  0.3656
H: -2.597 0.939 -1.066  0.3531
H: -1.689 -0.510 -1.488  0.2773
H: -1.277 -0.293 0.789  -0.0452
H: -2.789 0.201 1.137  0.4444

Calculated values
Kohn-Sham gap (spin up / spin down): 0.2903 / 0.2373 Ha
DFT total energy: -1606.877501 Eh
LUMO (spin up / spin down): -3.129 / -4.767 eV
<S²>: 2.011
Maximum force: 0.60 eV Å⁻¹
2S+1: 3
HOMO energy (spin up / spin down): -11.03 / -11.22 eV
Net charge: +1
Energy above the lowest of the compared OMol25 structures with the same formula, charge and spin: 0.4551 eV
M: 381.8 g mol⁻¹

---

- The highest M belongs to which entry?
  C26H17IrN7O2S3

---

Copy entry 2 word for word.
The following is a quantum chemistry calculation of 2 unconnected molecules or ions with the total composition C4H11N2O, from OMol25.

Last column: Mulliken charge in e.
Element x y z (Å)
C: 1.358 0.543 -1.262  -0.6388
C: 1.871 -0.695 -1.981  0.5368
N: 1.691 -1.886 -1.288  -0.4679
O: 2.404 -0.643 -3.064  -0.5777
H: 0.901 0.273 -0.314  0.1414
H: 0.623 0.996 -1.922  0.1946
H: 2.190 1.223 -1.102  0.2932
H: 2.220 -2.645 -1.706  0.2606
H: 1.874 -1.832 -0.295  0.2430
C: -1.722 0.377 2.545  -0.7684
C: -1.801 0.958 0.129  -0.7960
N: -1.563 0.060 1.139  -0.1709
H: -0.743 0.547 3.001  0.2719
H: -2.228 -0.439 3.061  0.2810
H: -2.338 1.268 2.630  0.2495
H: -2.354 1.854 0.353  0.2343
H: -1.360 0.798 -0.836  0.4647
H: -1.025 -0.758 0.914  0.2486

Calculated values
Kohn-Sham gap (spin up / spin down): 0.2465 / 0.3871 Ha
DFT total energy: -343.698693 Eh
LUMO (spin up / spin down): 0.662 / 0.643 eV
<S²>: 0.754
Maximum force: 0.75 eV Å⁻¹
2S+1: 2
HOMO energy (spin up / spin down): -6.05 / -9.89 eV
Energy above the lowest of the compared OMol25 structures with the same formula, charge and spin: 0.0000 eV
M: 103.1 g mol⁻¹